1.
ORCA calculation (ωB97M-V/def2-TZVPD) on C26H42ClMnN4O4 as an isolated structure.

Each line ends with the Löwdin charge.
CARTESIAN COORDINATES (ANGSTROEM)
O  0.2032  -0.3029  -1.3076  -0.31
C  -0.4426  -0.2769  -2.5203  -0.40
C  -0.1125  1.0355  -3.2549  -0.17
C  0.6262  2.0417  -2.6360  -0.06
H  1.0562  1.8544  -1.6493  0.10
C  0.7692  3.2908  -3.2488  -0.09
H  1.2715  4.0946  -2.7111  0.10
C  0.2651  3.4911  -4.5365  -0.12
H  0.3889  4.4594  -5.0241  0.09
C  -0.3892  2.4539  -5.2010  -0.11
H  -0.7682  2.5929  -6.2156  0.09
C  -0.5772  1.2277  -4.5626  -0.06
H  -1.1018  0.4056  -5.0495  0.11
H  -0.0647  -1.1004  -3.1586  0.13
C  -2.3645  -1.9720  -2.1391  -0.07
C  -1.9564  -0.5544  -2.4034  -0.28
H  -3.4487  -2.0878  -2.2772  0.07
H  -2.1321  -2.2806  -1.1100  0.05
H  -1.8410  -2.6693  -2.8091  0.07
C  -2.8407  0.4516  -2.4001  -0.16
C  -4.1875  0.4277  -1.7506  -0.16
H  -2.5764  1.4131  -2.8606  0.11
H  -4.9330  0.8460  -2.4341  0.06
H  -4.2072  1.0443  -0.8392  0.03
H  -4.5264  -0.5703  -1.4519  0.05
Mn  -0.1823  -0.6080  0.5712  0.56
Cl  -2.3455  0.0625  0.6854  0.29
C  -1.1282  -0.4637  3.2370  -0.37
O  -0.3644  -1.2180  2.5801  -0.12
N  -1.2720  -0.5177  4.5632  -0.17
C  -0.7447  -1.6699  5.2858  -0.04
C  -2.0257  0.5088  5.2918  -0.04
H  -1.7247  0.3060  2.7108  0.02
H  -0.1800  -2.2759  4.5725  0.08
H  -1.5590  -2.2682  5.7189  0.08
H  -0.0943  -1.3423  6.1075  0.08
H  -2.2028  1.3479  4.6099  0.10
H  -1.4537  0.8625  6.1615  0.09
H  -2.9962  0.1250  5.6384  0.08
H  4.8251  1.2246  -1.6844  0.08
H  4.8070  1.6582  0.7738  0.09
C  3.7296  1.1838  -1.6050  -0.05
C  3.7355  1.4272  0.8596  -0.02
N  3.3352  0.6496  -0.3070  -0.16
H  3.3207  0.5367  -2.3896  0.09
C  2.7093  -0.5261  -0.2220  -0.29
O  1.9877  -0.8900  0.7477  -0.08
H  3.5585  0.8688  1.7819  0.07
H  2.8745  -1.1754  -1.1071  0.13
H  3.3315  2.2019  -1.7261  0.09
H  3.1859  2.3800  0.8755  0.10
H  -0.0746  -6.0147  0.9019  0.09
H  2.0491  -6.1870  -0.7167  0.09
C  -0.5064  -5.4867  0.0381  -0.03
C  1.5415  -5.4776  -1.3888  -0.05
N  0.5212  -4.7256  -0.6631  -0.18
H  -1.2934  -4.8072  0.3787  0.09
C  0.6209  -3.4029  -0.4727  -0.24
O  -0.1696  -2.7721  0.2814  -0.07
H  2.2700  -4.7684  -1.7978  0.09
H  1.4340  -2.9135  -1.0364  0.13
H  -0.9188  -6.2399  -0.6446  0.09
H  1.0799  -6.0443  -2.2107  0.09
C  1.6314  1.0329  3.4495  -0.10
C  0.8884  1.9653  2.5926  -0.42
C  0.8050  3.3826  2.7710  -0.13
C  0.0441  3.8762  1.7153  -0.12
C  -0.3429  2.7424  0.9364  -0.40
C  -1.2030  2.8123  -0.2489  -0.12
N  0.1819  1.6065  1.4790  0.03
H  2.5975  1.4523  3.7458  0.06
H  1.7950  0.0807  2.9315  0.05
H  1.0938  0.8387  4.3882  0.06
H  1.2629  3.9351  3.5888  0.07
H  -0.2320  4.8932  1.4810  0.07
H  -2.2301  3.1081  0.0223  0.07
H  -0.8303  3.5749  -0.9523  0.07
H  -1.2524  1.8348  -0.7496  0.01

expectation value of S² = 8.76
highest occupied orbital energy (spin up / spin down) = -2.6 / -2.6 eV
E_tot = -3147.18801 hartree
LUMO energy (spin up / spin down) = 2.29 / 2.29 eV
charge = -1
M = 565.04 g/mol
F_max = 3.29 eV/Å
spin multiplicity = 6


2.
ORCA calculation (ωB97M-V/def2-TZVPD) on C25H16AlCl2IN6O2 as an isolated structure.

Each line ends with the Löwdin charge.
CARTESIAN COORDINATES (ANGSTROEM)
Al  0.4062  0.1008  -0.1155  0.16
Cl  1.6059  -6.0766  -2.3045  0.67
C  1.7519  -4.5843  -1.4401  -0.68
C  0.6297  -3.7797  -1.3202  -0.04
C  0.7001  -2.5762  -0.6348  -0.17
N  -0.3714  -1.6427  -0.5084  0.10
C  -1.6222  -2.1834  -0.4308  -0.44
O  -1.8727  -3.3452  -0.1434  0.06
C  -2.8174  -1.3239  -0.7975  -0.21
C  -4.0465  -1.6498  -0.2239  -0.01
C  -5.1784  -0.9898  -0.6607  -0.06
C  -5.0511  -0.0487  -1.6748  -0.06
C  -3.7868  0.2055  -2.1788  -0.14
N  -2.6832  -0.3996  -1.7432  0.13
C  1.9340  -2.1797  -0.0946  -0.17
C  3.0547  -2.9903  -0.2048  -0.03
C  2.9585  -4.1992  -0.8750  -0.68
Cl  4.3649  -5.2003  -0.9914  0.67
N  1.8934  -0.9031  0.4800  0.08
C  2.8558  -0.3940  1.2650  -0.42
O  3.9125  -0.8843  1.6284  0.08
C  2.4857  0.9985  1.7110  -0.14
C  3.3435  1.7359  2.5060  0.03
C  2.9541  3.0025  2.9011  -0.02
C  1.7201  3.4812  2.4862  -0.04
C  0.9289  2.6795  1.6876  -0.13
N  1.2976  1.4558  1.3012  0.08
H  -0.2967  -4.1180  -1.7551  0.11
H  -4.0823  -2.4348  0.5164  0.12
H  -6.1485  -1.2178  -0.2383  0.11
H  -5.9096  0.4769  -2.0688  0.10
H  -3.6482  0.9275  -2.9766  0.11
H  3.9912  -2.6834  0.2292  0.10
H  4.2858  1.2894  2.7882  0.13
H  3.5984  3.6092  3.5229  0.12
H  1.3728  4.4650  2.7663  0.11
H  -0.0292  3.0383  1.3382  0.10
N  -5.6972  3.5306  2.2520  0.19
C  -4.7496  2.9943  1.8899  -0.15
C  -3.5686  2.3166  1.4299  -0.19
C  -3.0667  1.2273  2.1332  0.03
C  -1.9383  0.5992  1.6455  -0.06
N  -1.3245  0.9945  0.5295  0.04
C  -1.8129  2.0360  -0.1519  -0.11
C  -2.9257  2.7343  0.2697  0.03
H  -3.5464  0.8745  3.0337  0.13
H  -1.5048  -0.2518  2.1581  0.14
H  -1.2880  2.3142  -1.0528  0.07
H  -3.2886  3.5775  -0.2992  0.14
I  1.4610  3.0094  -1.9258  0.74
C  0.7877  0.9805  -1.8619  -0.67
H  1.5994  0.4187  -2.3295  -0.01
H  -0.0524  0.9327  -2.5559  -0.03

highest occupied orbital energy = -7.7 eV
energy above the lowest of the compared OMol25 structures with the same formula, charge and spin = 7.23 kcal per mole
E_tot = -2902.00719 hartree
LUMO energy = -1.73 eV
charge = 0
M = 657.24 g/mol
F_max = 0.33 eV/Å
spin multiplicity = 1